Molecular formula: C33H45BF4MnN2P2S
Method: DFT, ωB97M-V with the def2-TZVPD basis set

Each line ends with the Mulliken charge.
Geometry (Å):
Mn -0.150 -0.587 0.197  -0.40
C -4.189 -2.383 -1.314  -1.57
C -3.816 -0.901 -1.259  0.24
C -3.327 -0.409 -2.618  -1.52
P -2.580 -0.419 0.073  1.28
C -3.469 -0.898 1.655  0.68
C -2.478 -0.750 2.801  -1.64
C -4.740 -0.115 1.963  -1.79
C -2.691 1.393 -0.129  -0.68
C -3.859 2.127 -0.292  -0.16
C -3.828 3.471 -0.648  0.27
C -5.079 4.275 -0.787  -1.83
C -2.589 4.052 -0.918  -0.91
C -1.419 3.355 -0.744  -0.55
C -1.435 2.025 -0.278  0.02
N -0.291 1.314 -0.024  1.40
C 0.852 2.027 0.282  -0.80
C 0.817 3.203 1.043  -0.05
C 1.970 3.912 1.272  -1.09
C 3.181 3.525 0.698  0.59
C 4.386 4.380 0.898  -1.76
C 3.234 2.324 -0.003  -0.73
C 2.103 1.542 -0.169  -0.06
P 2.057 -0.192 -0.732  0.88
C 3.652 -0.965 -0.107  1.12
C 3.926 -0.524 1.330  -1.74
C 4.908 -0.776 -0.958  -1.46
C 2.244 -0.193 -2.583  0.44
C 1.086 0.592 -3.191  -1.37
C 2.214 -1.645 -3.054  -1.23
H -5.202 -2.485 -1.695  0.42
H -4.159 -2.856 -0.337  0.28
H -3.542 -2.943 -1.985  0.48
H -4.714 -0.334 -0.983  0.77
H -2.444 -0.960 -2.945  0.22
H -3.072 0.649 -2.582  0.32
H -4.107 -0.547 -3.362  0.49
H -3.720 -1.959 1.534  0.41
H -2.133 0.280 2.880  0.38
H -1.615 -1.404 2.658  0.10
H -2.943 -1.017 3.749  0.60
H -4.509 0.937 2.111  0.41
H -5.165 -0.493 2.891  0.50
H -5.496 -0.227 1.190  0.35
H -4.822 1.664 -0.144  0.21
H -5.935 3.755 -0.367  0.37
H -5.283 4.485 -1.837  0.34
H -4.966 5.230 -0.279  0.41
H -2.552 5.067 -1.284  0.46
H -0.474 3.813 -0.995  0.63
H -0.110 3.511 1.500  0.65
H 1.945 4.781 1.907  0.44
H 4.117 5.432 0.816  0.43
H 5.164 4.152 0.175  0.38
H 4.785 4.223 1.900  0.32
H 4.179 2.001 -0.410  0.31
H 3.423 -2.041 -0.099  0.28
H 4.355 0.473 1.357  0.42
H 4.623 -1.206 1.811  0.48
H 3.024 -0.503 1.931  0.34
H 5.126 0.270 -1.154  0.17
H 4.844 -1.293 -1.910  0.41
H 5.752 -1.190 -0.408  0.49
H 3.194 0.278 -2.849  0.80
H 0.132 0.236 -2.778  0.06
H 1.063 0.455 -4.270  0.58
H 1.182 1.655 -2.978  0.27
H 1.243 -2.087 -2.828  0.07
H 2.981 -2.244 -2.569  0.30
H 2.370 -1.703 -4.128  0.53
S -0.329 -4.822 -1.380  -0.20
C -0.738 -3.208 -0.976  -0.27
N -0.060 -2.640 -0.014  0.83
C 0.875 -3.519 0.503  -0.33
C 1.768 -3.290 1.552  -0.32
C 2.666 -4.280 1.888  -0.81
C 2.688 -5.503 1.216  -0.70
C 1.788 -5.768 0.205  -0.50
C 0.887 -4.773 -0.140  0.66
H -1.531 -2.705 -1.504  -0.06
H 1.750 -2.356 2.091  0.53
H 3.361 -4.112 2.696  0.51
H 3.407 -6.257 1.499  0.43
H 1.768 -6.718 -0.304  0.44
F 2.006 1.080 3.268  -0.28
B 0.924 0.321 3.533  0.33
F 1.179 -0.779 4.260  -0.28
F -0.169 1.024 3.869  -0.26
F 0.523 -0.310 2.106  -0.16

The relative energy (zero: lowest compared OMol25 entry of this formula, charge and spin) is 39.8 kJ/mol. The charge is +1. As for the multiplicity: 5. Its expectation value of S² is 6.106. The value obtained for the highest occupied orbital energy (spin up / spin down) is -9.73 / -9.92 eV. For the gap between HOMO and LUMO (spin up / spin down), the calculation gives 5.3 / 6.3 eV.